[1]
The following is a DFT calculation (ωB97M-V/def2-TZVPD) of 3 unconnected molecules or ions with the total composition C18H37N2O4.

Total charge   +1
LUMO   -4.37 eV
Gap between HOMO and LUMO   0.2807 hartree
Energy above the lowest of the compared OMol25 structures with the same formula, charge and spin   99.6 kcal/mol
Molar mass   345.50 g/mol
Energy   -30427.3968 eV

Structure (XYZ):
```
61
Properties=species:S:1:pos:R:3:forces:R:3
C 3.7411 -1.8926 2.2840 0.61 0.47 0.07
C 3.9485 -0.9456 1.0280 0.81 -0.86 0.93
O 5.2995 -1.2453 0.5447 -1.36 0.08 -0.30
C 3.9386 0.5549 1.5087 1.66 -0.23 -0.06
O 2.8910 1.3729 0.9310 -1.01 -1.22 0.68
C 1.6481 0.8042 1.0265 -2.15 -0.73 -0.90
C 0.8579 0.7418 -0.2384 -0.96 -0.73 1.82
C -0.4594 0.1327 -0.2446 2.48 0.55 2.25
C -0.9585 -0.4135 1.0273 -0.49 0.53 -2.42
C -2.3657 -1.1051 0.9871 0.77 -0.66 1.59
C -2.2652 -2.5394 1.6993 -0.08 0.14 -0.36
N -1.3462 -3.4737 1.0275 -0.20 0.58 -0.07
N -0.2144 -0.3190 2.1751 0.19 0.45 -1.93
C 1.0538 0.2586 2.2185 0.50 0.65 -1.23
H 2.6879 -1.9193 2.6633 0.82 -0.18 -0.43
H 4.1746 -2.9172 2.1088 -0.84 0.98 -0.01
H 4.3823 -1.4529 3.1049 -0.69 -0.49 -0.78
H 3.2623 -1.1714 0.1718 0.12 0.52 0.90
H 5.1537 -1.9973 -0.0596 0.53 0.41 0.36
H 4.9114 1.0068 1.1614 -1.15 -0.36 0.19
H 3.9880 0.6109 2.6358 -0.55 0.05 -1.12
H 1.3094 1.1721 -1.1617 -0.41 -0.45 0.87
H -1.0184 0.0832 -1.2012 0.25 -0.14 1.07
H -2.7102 -1.2880 -0.0652 0.47 0.59 1.00
H -3.1020 -0.4856 1.5719 0.55 -0.38 -0.81
H -3.2945 -2.9961 1.6957 1.06 0.53 0.22
H -1.9046 -2.4435 2.7655 -0.63 -0.03 -0.95
H -1.6687 -3.6926 0.0786 0.26 0.12 0.50
H -0.4004 -3.0797 0.9751 -0.48 -0.33 -0.11
H -0.6447 -0.7293 3.0104 0.48 0.31 -0.24
H 1.5841 0.2948 3.1945 -0.66 -0.15 -0.86
C -4.9224 3.3017 -0.1212 0.14 -0.01 0.09
C -5.9463 2.4923 0.6568 0.00 0.16 -0.11
O -5.3682 1.5689 1.5698 0.12 -0.35 0.00
C -4.5471 2.1199 2.5869 -0.08 0.14 -0.02
C -5.2702 3.1035 3.4896 -0.09 0.04 0.01
H -4.2507 2.6382 -0.6732 -0.08 0.03 -0.02
H -5.4219 3.9647 -0.8299 0.02 -0.06 0.02
H -4.3063 3.9193 0.5343 -0.07 0.08 -0.02
H -6.5364 1.9017 -0.0457 0.05 -0.14 0.16
H -6.6510 3.1478 1.1769 0.05 0.05 0.01
H -3.6532 2.5755 2.1438 0.00 0.11 0.01
H -4.1979 1.2769 3.1904 -0.12 -0.09 -0.11
H -5.6360 3.9710 2.9390 0.10 0.02 0.02
H -4.6002 3.4621 4.2735 -0.03 -0.03 -0.03
H -6.1330 2.6261 3.9590 0.07 -0.01 -0.01
C 4.0094 -0.1154 -2.8626 -0.03 0.04 -0.06
C 3.2497 -1.4146 -3.0710 0.10 0.13 -0.13
O 1.9579 -1.2339 -3.6297 -0.25 -0.03 0.33
C 1.9063 -0.6150 -4.9102 0.09 0.02 -0.20
C 2.6556 -1.3803 -5.9862 0.08 -0.12 0.06
H 3.4395 0.5606 -2.2179 0.08 -0.03 0.02
H 4.9777 -0.3113 -2.3972 -0.06 0.03 0.02
H 4.1890 0.4059 -3.8031 0.07 -0.04 0.02
H 3.1010 -1.8970 -2.1008 -0.21 -0.06 -0.07
H 3.8306 -2.1158 -3.6776 0.05 0.04 -0.02
H 2.2607 0.4192 -4.8443 0.07 -0.02 -0.03
H 0.8502 -0.5624 -5.1832 0.02 -0.07 0.20
H 3.7216 -1.4580 -5.7668 0.00 0.09 -0.07
H 2.5477 -0.8808 -6.9505 -0.01 -0.01 0.06
H 2.2646 -2.3964 -6.0736 -0.02 0.07 -0.02
```
Forces are in eV/Å.

[2]
The following is a DFT calculation (ωB97M-V/def2-TZVPD) of a molecular structure, C18H38Br16N2O4.

Total charge   0
LUMO   -0.35 eV
Gap between HOMO and LUMO   0.3331 hartree
Molar mass   1624.98 g/mol
Energy   -1151123.6991 eV

Structure (XYZ):
```
78
Properties=species:S:1:pos:R:3:forces:R:3
Br -4.0241 6.4907 3.9450 0.30 -0.06 -0.29
C -3.7997 6.8028 5.8468 0.49 -0.23 0.24
C -2.7214 5.9178 6.4696 -0.05 2.05 -0.27
Br -0.9411 6.2548 5.7061 -0.18 0.09 0.04
H -4.7895 6.5653 6.2307 0.11 0.02 0.37
H -3.5718 7.8532 5.9817 -0.15 0.10 -0.12
H -2.9489 4.8739 6.2755 1.02 2.04 0.69
H -2.6067 6.1937 7.5128 -0.19 -0.16 0.11
Br 1.7852 9.5561 8.8866 -0.48 0.59 -0.76
C -0.0261 9.9710 8.2000 -0.85 -0.81 0.83
C -0.8809 8.8474 8.7684 -0.39 0.32 0.53
Br -2.8289 9.2136 8.5568 0.62 -0.24 0.21
H -0.1561 10.0307 7.1224 0.71 0.06 -0.04
H -0.3764 10.8719 8.6971 0.42 0.26 -0.22
H -0.7568 8.8455 9.8478 0.00 -0.27 -0.04
H -0.6983 7.8600 8.3618 0.05 0.11 -0.21
Br -5.3031 7.1299 -0.8830 0.37 -0.26 0.32
C -4.1475 5.6156 -0.4047 0.87 0.15 -1.03
C -4.8045 4.7530 0.6127 -1.59 0.48 -0.34
Br -3.8002 3.1710 1.0685 1.25 3.33 -4.40
H -3.1641 5.9554 -0.0822 -0.24 0.45 0.24
H -3.9288 5.1343 -1.3563 -0.36 -0.30 0.11
H -5.7744 4.3822 0.2807 0.20 -0.12 -0.41
H -5.1000 5.3746 1.4601 0.68 -0.36 0.51
Br -6.9557 3.7382 4.7658 -0.86 0.76 0.28
C -7.4139 5.1902 3.5112 0.29 -0.50 -0.28
C -8.0326 4.4933 2.3183 -0.53 0.62 0.03
Br -8.5823 5.9241 1.0526 0.39 -0.58 0.14
H -6.4653 5.6610 3.2604 -0.09 -0.13 -0.04
H -8.0242 5.9574 3.9779 -0.24 -0.36 0.21
H -8.9628 3.9680 2.5126 0.03 0.12 0.35
H -7.3521 3.7627 1.8874 0.12 0.35 -0.39
Br -3.5320 3.2515 5.9618 -0.46 -4.06 -1.45
C -3.0621 2.7663 4.0711 0.45 -0.54 0.34
C -4.3139 2.2221 3.4120 0.78 -1.29 2.23
Br -4.6241 0.4260 4.1693 -0.24 0.16 -0.02
H -2.2767 2.0110 4.0148 -0.09 -0.17 0.82
H -2.5387 3.6417 3.6897 -1.10 0.16 -0.09
H -4.1981 2.0988 2.3397 -0.95 -1.78 2.86
H -5.1402 2.8395 3.7273 -0.23 -0.15 -0.72
Br -3.3092 10.6965 5.5095 0.06 0.75 -0.41
C -2.9540 12.5790 5.9900 -0.08 -0.15 0.45
C -4.0466 13.0076 6.9523 0.10 -0.77 -0.47
Br -3.6871 14.7639 7.7232 -0.10 -0.48 -0.18
H -2.8994 13.1369 5.0619 0.11 0.05 0.09
H -2.0346 12.5851 6.5705 0.26 -0.01 -0.49
H -4.0232 12.2157 7.7003 -0.29 0.55 0.54
H -5.0197 13.0016 6.4680 -0.03 0.32 0.10
Br -2.3601 3.1313 9.4234 1.16 -0.40 0.29
C -0.5935 3.8383 9.9196 -0.09 0.93 0.36
C -0.3992 5.1207 9.1320 0.92 -0.18 -0.60
Br 1.2603 6.0508 9.6776 -0.45 -0.35 0.26
H 0.2005 3.1070 9.8105 -0.18 -0.10 -0.46
H -0.6085 4.1201 10.9709 -0.38 -0.28 0.07
H -1.2302 5.8154 9.2130 0.04 -0.01 0.35
H -0.1738 4.9807 8.0785 -0.38 -0.36 0.02
Br -7.7966 1.8659 8.1527 0.70 -0.03 0.16
C -6.1474 2.7194 8.8994 -2.06 0.13 1.10
C -6.1779 4.1346 8.3418 1.98 -0.76 -0.90
Br -4.8479 5.2074 9.3552 -1.24 0.34 -0.27
H -5.3225 2.0223 8.7932 0.28 0.49 -0.92
H -6.3265 2.7236 9.9747 -0.21 0.14 -0.05
H -7.1352 4.6227 8.2030 -0.11 -0.04 0.86
H -5.7510 4.0835 7.3402 -0.02 0.21 0.03
C -1.0808 5.4468 2.2991 -0.48 -0.29 -0.15
N -0.4836 4.6374 1.1894 -0.90 0.23 0.06
O -0.6808 5.0528 0.0616 0.43 -0.23 0.04
O 0.0614 3.5961 1.4887 0.14 0.26 -0.19
H -0.3259 6.0966 2.7275 0.06 -0.20 0.11
H -1.5206 4.7323 2.9889 0.71 0.30 0.16
H -1.9170 6.0236 1.9177 0.29 0.17 -0.33
C -7.4796 10.3577 5.7805 -0.12 -0.37 -0.62
N -7.0011 9.0641 5.2090 1.23 -0.38 2.32
O -7.5852 8.0625 5.5850 -0.24 -0.17 -0.83
O -5.9108 9.0825 4.6778 -0.60 -0.13 -0.79
H -7.8977 10.8556 4.9073 -0.07 0.55 0.45
H -6.5947 10.8233 6.2037 -0.04 0.27 -0.30
H -8.1866 10.1108 6.5631 -0.26 0.14 -0.23
```
Forces are in eV/Å.